# 1
9
Properties=species:S:1:pos:R:3:forces:R:3:lowdin_charge:R:1 method="wB97M-V/def2-TZVPD" homo_ev=-10.64 e_above_lowest_kcal_mol=58.40 homo_lumo_gap_ev=10.7 smiles=N#Cc1nnoc1O
N 1.272717 2.140711 -1.401585 2.03 3.71 -4.13 0.165
C 0.811690 1.518936 -0.608269 -1.31 -5.30 4.38 -0.176
C 0.449235 0.416414 0.284060 -2.48 0.52 -1.45 -0.173
N -0.165311 0.781383 1.451850 0.14 0.33 2.05 0.044
N -0.885823 -0.109650 1.966978 1.04 1.00 -1.00 0.078
O -0.908702 -1.148605 1.038921 0.19 -0.56 -0.66 0.060
C -0.200682 -0.790609 -0.034917 -0.88 -0.65 2.51 -0.318
O -0.363200 -1.682455 -1.001348 1.06 1.64 0.07 0.188
H -0.009925 -1.126126 -1.695689 0.22 -0.67 -1.76 0.130


# 2
60
Properties=species:S:1:pos:R:3:forces:R:3:lowdin_charge:R:1 method="wB97M-V/def2-TZVPD" homo_ev=-8.09 e_above_lowest_kcal_mol=6.03 homo_lumo_gap_ev=8.7 smiles="CC(C)(C)[C@H]1CC[C@@H](C(=O)NC[C@H](c2cccs2)N2CCOCC2)CC1"
C -5.732035 -0.218129 1.429517 0.18 0.10 -0.16 -0.057
C -4.940824 0.345142 0.241309 -0.17 -0.09 0.01 -0.569
C -4.391519 1.722305 0.621251 -0.04 -0.24 -0.05 -0.046
C -5.923935 0.515075 -0.924370 0.20 0.01 0.18 -0.061
C -3.814713 -0.648942 -0.149466 0.08 0.37 0.01 -0.280
C -2.718679 -0.767185 0.914505 -0.17 -0.36 -0.04 -0.145
C -1.741145 -1.883050 0.558312 0.12 0.13 0.10 -0.148
C -1.051512 -1.594676 -0.779652 -0.20 -0.11 -0.24 -0.234
C -0.116951 -0.393111 -0.672441 0.04 -0.56 0.24 -0.456
O -0.256412 0.651009 -1.273246 -0.09 0.38 -0.34 0.074
N 0.914721 -0.593594 0.187605 0.25 -0.09 0.27 0.080
C 1.978683 0.368042 0.336233 0.17 0.06 -0.28 -0.124
C 3.223315 -0.051670 -0.485900 -0.17 0.13 0.08 -0.315
C 3.759053 -1.370040 -0.003715 0.07 -0.28 -0.31 -0.500
C 3.698395 -1.946756 1.228976 -0.13 0.17 -0.19 -0.152
C 4.371828 -3.188241 1.297663 0.16 -0.23 -0.03 -0.188
C 4.939287 -3.536319 0.116735 0.00 0.14 -0.29 -0.414
S 4.662062 -2.357917 -1.103319 -0.18 0.03 0.59 1.056
N 4.319772 0.890702 -0.548256 -0.06 0.15 -0.05 -0.137
C 4.230307 1.997677 -1.478781 -0.02 0.28 0.13 -0.141
C 3.693508 3.285914 -0.840812 -0.02 -0.14 -0.29 -0.187
O 4.440632 3.635025 0.305779 0.12 0.08 -0.04 -0.131
C 4.409229 2.599904 1.263302 0.11 -0.31 0.08 -0.190
C 4.966662 1.290834 0.684667 0.01 0.28 0.09 -0.139
C -2.110540 -1.389152 -1.863443 0.22 0.24 0.00 -0.142
C -3.134885 -0.321682 -1.482252 -0.16 -0.24 0.00 -0.153
H -6.555255 0.448156 1.678352 -0.11 0.07 0.05 0.082
H -5.109931 -0.318818 2.314600 0.04 -0.03 0.13 0.071
H -6.146358 -1.194442 1.186506 -0.08 -0.14 -0.01 0.086
H -3.751147 2.116714 -0.162806 0.10 0.12 -0.09 0.083
H -5.214826 2.418410 0.768616 -0.08 0.10 0.03 0.085
H -3.821829 1.676611 1.545587 0.10 0.05 0.12 0.079
H -6.229843 -0.452447 -1.316870 -0.06 -0.13 -0.10 0.088
H -6.814739 1.039069 -0.583885 -0.10 0.07 0.02 0.081
H -5.484276 1.097266 -1.728989 0.02 0.04 -0.15 0.078
H -4.289471 -1.634044 -0.251237 -0.05 -0.05 0.01 0.147
H -3.150307 -0.979593 1.893226 0.03 0.09 0.06 0.110
H -2.169029 0.172750 0.978077 0.00 0.13 0.09 0.121
H -1.002414 -1.993653 1.356059 -0.03 -0.09 0.00 0.107
H -2.283586 -2.828563 0.475365 0.03 -0.04 0.02 0.122
H -0.426279 -2.455558 -1.052081 -0.01 0.08 0.04 0.148
H 1.079032 -1.515630 0.559246 -0.12 0.00 -0.08 0.129
H 1.592193 1.313652 -0.048634 0.12 -0.07 0.15 0.111
H 2.228686 0.476484 1.394511 0.02 0.09 -0.05 0.117
H 2.884679 -0.187100 -1.521767 -0.06 0.04 0.13 0.144
H 3.193657 -1.514721 2.075495 -0.12 0.16 0.13 0.111
H 4.426948 -3.786368 2.189593 0.05 -0.13 0.13 0.100
H 5.506502 -4.415014 -0.116769 0.11 -0.21 0.01 0.059
H 3.605785 1.714899 -2.326354 0.01 -0.01 -0.06 0.127
H 5.247432 2.194590 -1.839866 -0.08 0.09 -0.09 0.127
H 3.795371 4.123439 -1.532993 -0.08 -0.05 -0.01 0.125
H 2.632164 3.171838 -0.573446 0.06 0.03 -0.04 0.117
H 5.028032 2.940441 2.095816 -0.07 -0.07 0.02 0.125
H 3.376807 2.458785 1.618290 0.07 0.01 0.01 0.114
H 4.884927 0.487024 1.416934 0.08 0.00 0.03 0.118
H 6.028187 1.446624 0.455947 0.00 0.00 0.15 0.130
H -1.620092 -1.094779 -2.793128 -0.03 -0.08 -0.03 0.119
H -2.621149 -2.340700 -2.034730 0.02 -0.04 -0.02 0.120
H -2.624003 0.637486 -1.414807 -0.05 0.07 -0.05 0.108
H -3.870200 -0.263992 -2.284058 -0.03 0.06 -0.03 0.109


# 3
10
Properties=species:S:1:pos:R:3:forces:R:3:lowdin_charge:R:1 method="wB97M-V/def2-TZVPD" s_squared=0.75 homo_ev="-0.87 / -0.87" multiplicity=2 charge=-1 homo_lumo_gap_ev="3.9 / 3.3"
C 1.498417 -1.655163 -0.311813 -0.53 2.51 0.66 -0.224
C 0.460109 -2.700260 -0.636557 -0.75 -0.09 0.54 -0.257
H 0.973767 -3.614899 -0.970675 -0.26 0.11 0.05 0.031
H -0.247728 -2.405351 -1.432805 0.09 0.08 -0.12 0.023
H -0.188153 -2.965277 0.226285 0.27 -0.12 -0.04 0.039
O 1.183751 -0.478354 -1.233240 1.01 0.78 -2.66 -0.362
C 0.999485 0.112466 -0.017330 1.87 -4.07 1.09 -0.654
O -0.121142 0.750239 0.081683 -2.72 1.47 0.04 -0.469
H 1.873423 0.552134 0.494913 -0.08 0.07 -0.50 0.086
Ca -1.108033 0.922953 -1.825127 1.10 -0.75 0.93 0.787


# 4
83
Properties=species:S:1:pos:R:3:forces:R:3:lowdin_charge:R:1 method="wB97M-V/def2-TZVPD" s_squared=2.01 homo_ev="-10.25 / -10.85" multiplicity=3 charge=+1 homo_lumo_gap_ev="5.7 / 6.3"
C 6.858260 -2.622248 0.692764 0.29 -0.22 -0.07 -0.095
C 5.401193 -2.602549 -0.051791 0.01 0.46 -0.24 -0.173
B 5.282791 -3.910673 -0.993841 3.63 2.02 -0.94 -0.562
O 6.279729 -4.046781 -2.050119 -3.51 0.48 1.33 0.038
S 3.967404 -5.248190 -0.894807 -0.24 -1.17 0.51 1.158
C 2.956008 -5.148791 0.660192 -1.72 -1.07 1.14 -0.310
C 1.427901 -4.720303 0.301635 0.54 0.03 -0.15 -0.208
O 1.286603 -3.360094 0.801279 -1.20 -0.65 -1.35 -0.101
C 0.035431 -2.783188 0.368547 -3.51 0.24 2.11 -0.368
C -0.155829 -2.283592 -1.145691 -0.48 0.10 0.40 0.003
O -0.891812 -2.715343 1.221051 4.20 -0.22 -3.69 0.076
H 6.976277 -1.742059 1.426794 -0.51 -1.52 -1.07 0.097
H 6.994093 -3.629278 1.241515 -0.05 1.75 -0.72 0.090
H 7.713525 -2.493336 -0.074942 -1.56 -0.43 1.16 0.097
H 5.452953 -1.684341 -0.759416 -0.36 -1.41 1.08 0.131
H 4.532563 -2.451939 0.672502 1.26 -0.10 -0.87 0.098
H 6.057511 -3.282404 -2.647937 0.90 -0.79 0.54 0.136
H 4.661303 -6.465932 -0.811781 -0.45 1.24 0.03 0.065
H 3.381338 -4.475705 1.475595 -0.36 -0.81 -1.41 0.122
H 2.886511 -6.228458 1.071430 0.47 1.73 -0.77 0.121
H 1.245415 -4.741612 -0.826932 0.32 -0.07 1.42 0.116
H 0.677660 -5.455410 0.787881 1.29 1.30 -0.52 0.159
H 0.542344 -1.404539 -1.418935 -1.03 -1.57 0.52 0.100
H -1.244033 -1.904137 -1.213245 1.90 -0.56 0.19 0.097
H -0.070550 -3.138134 -1.916309 0.15 1.29 1.32 0.093
C -2.967385 1.153230 -5.895990 0.11 0.29 -0.13 -0.039
C -2.775357 0.703850 -4.427155 -1.36 -0.47 -1.70 -0.481
C -3.769999 1.474863 -3.533704 0.23 0.21 0.33 -0.133
C -3.381380 2.939664 -3.350152 -0.03 -0.06 -0.08 -0.177
C -1.958209 3.055247 -2.819560 -0.31 -0.30 0.11 -0.131
C -0.916971 2.278634 -3.659532 1.26 1.73 -0.61 -0.478
N -1.354423 0.887736 -3.994022 -0.75 -1.13 4.23 -0.029
O -1.168736 0.125828 -2.880006 0.17 0.90 -2.32 -0.060
C -0.601949 3.050772 -4.961616 -0.19 0.11 -0.27 -0.039
C 0.434049 2.314792 -2.891325 -0.26 -0.74 0.25 -0.048
C -3.182649 -0.793432 -4.465084 0.51 -0.06 0.54 -0.045
H -3.948384 0.842076 -6.268732 0.13 -0.12 0.24 0.090
H -2.944782 2.230863 -6.036245 0.12 -0.02 0.04 0.056
H -2.214541 0.704353 -6.549952 0.00 0.05 0.11 0.094
H -3.833173 1.001554 -2.546149 0.17 -0.07 -0.09 0.124
H -4.778243 1.421117 -3.958388 0.21 -0.18 -0.14 0.127
H -3.483870 3.484716 -4.293848 0.01 -0.04 0.03 0.106
H -4.074195 3.413912 -2.648985 0.07 -0.01 -0.06 0.118
H -1.682124 4.113655 -2.768409 0.23 -0.17 -0.11 0.128
H -1.947547 2.686950 -1.785698 0.12 -0.11 -0.13 0.118
H 0.008717 2.445765 -5.638789 -0.12 -0.01 0.08 0.094
H -0.035312 3.962318 -4.748978 -0.05 -0.19 0.19 0.087
H -1.485619 3.386152 -5.499648 -0.01 -0.12 -0.02 0.060
H 0.356259 1.901251 -1.881892 -0.10 -0.10 -0.20 0.069
H 0.786216 3.343100 -2.772005 -0.28 -0.05 -0.22 0.086
H 1.209353 1.761366 -3.430979 -0.12 0.01 0.01 0.085
H -2.492556 -1.367953 -5.092034 -0.03 0.10 0.09 0.087
H -4.185099 -0.915048 -4.885556 0.16 0.32 -0.02 0.087
H -3.208175 -1.253468 -3.474055 0.16 0.15 -0.07 0.070
C -1.877969 -0.425773 3.566737 0.06 -0.19 0.21 -0.037
C -1.395814 0.959524 3.072572 -0.75 -1.84 -0.81 -0.476
C 0.089150 0.856034 2.665876 0.23 0.31 0.21 -0.135
C 1.020708 0.734499 3.869511 -0.07 -0.06 -0.05 -0.186
C 0.792857 1.884405 4.842725 0.00 0.01 -0.41 -0.135
C -0.684986 2.056130 5.265927 0.23 -0.32 2.12 -0.482
N -1.633511 2.009620 4.110981 1.98 3.21 -2.23 -0.040
O -1.570217 3.219363 3.485245 -0.73 -2.09 1.23 -0.022
C -1.071295 0.972178 6.298780 0.03 -0.36 0.01 -0.042
C -0.794813 3.375612 6.080334 -0.22 0.29 -0.72 -0.046
C -2.254659 1.193776 1.801201 0.08 0.70 0.16 -0.039
H -1.881960 -1.148713 2.744339 0.01 0.33 0.02 0.059
H -1.240928 -0.872087 4.326399 -0.04 0.10 0.08 0.057
H -2.897691 -0.375091 3.958539 0.11 0.10 0.02 0.097
H 0.381656 1.737990 2.082598 -0.18 0.06 0.11 0.124
H 0.240273 -0.005602 2.005620 -0.31 0.02 0.06 0.108
H 0.874916 -0.227332 4.371768 -0.04 0.03 -0.02 0.102
H 2.060250 0.743705 3.526861 -0.04 0.01 0.05 0.109
H 1.419482 1.731550 5.727847 -0.27 0.09 0.08 0.124
H 1.151604 2.807996 4.370937 -0.22 -0.01 0.04 0.124
H -2.148505 0.978894 6.490152 0.10 0.01 -0.12 0.095
H -0.575371 1.150559 7.257837 0.00 0.18 -0.20 0.085
H -0.777488 -0.035090 6.011400 -0.09 0.00 -0.09 0.056
H -0.442936 4.246628 5.521170 -0.19 -0.18 -0.09 0.077
H -0.181454 3.326806 6.984586 -0.04 -0.32 -0.17 0.084
H -1.827167 3.561553 6.392021 0.09 -0.05 -0.11 0.091
H -3.315886 1.272843 2.058639 0.15 0.04 0.03 0.092
H -2.149074 0.360432 1.099412 0.14 -0.08 0.32 0.077
H -1.967676 2.094765 1.253032 -0.03 0.02 0.26 0.071


# 5
14
Properties=species:S:1:pos:R:3:forces:R:3:lowdin_charge:R:1 method="wB97M-V/def2-TZVPD" s_squared=2.00 homo_ev="-6.52 / -8.81" e_above_lowest_kcal_mol=35.96 multiplicity=3 homo_lumo_gap_ev="7.5 / 8.6"
C 0.268441 -0.949378 3.021866 0.18 3.30 -2.16 0.018
C -0.106023 0.291412 2.568301 3.65 -3.10 0.35 -0.250
C 0.999798 0.138868 -0.875794 1.94 -1.45 1.15 -0.046
C -0.944577 1.075158 -1.919835 0.70 -0.77 1.94 -0.014
O 0.717465 1.037178 1.784558 0.10 -0.54 -0.35 -0.052
O 0.481392 0.998661 -1.599964 -1.49 4.18 -3.26 -0.174
H -0.269738 -1.399872 3.773873 -1.15 -1.23 1.26 0.010
H 1.217783 -1.339622 2.667878 -0.12 -0.20 0.21 0.054
H -0.929649 0.815584 2.872252 -2.09 1.14 0.72 0.076
H 0.514273 -0.684307 -0.495380 -0.78 -2.14 1.05 0.025
H -1.194436 2.064164 -2.327083 0.33 -0.64 0.00 0.100
H -1.429425 0.884349 -0.947687 -0.28 0.48 -0.35 0.090
H -1.153773 0.197725 -2.511072 -0.29 0.11 -0.79 0.083
H 1.416683 0.434604 1.428885 -0.68 0.86 0.23 0.079


# 6
12
Properties=species:S:1:pos:R:3:forces:R:3:lowdin_charge:R:1 method="wB97M-V/def2-TZVPD" homo_ev=-9.32 e_above_lowest_kcal_mol=89.66 homo_lumo_gap_ev=9.8 smiles="OC1C=C1.C=O"
O -0.288381 0.639954 -1.303045 0.19 -0.18 -0.01 -0.061
C -0.088296 1.466015 -0.185003 -0.12 0.40 0.05 -0.366
C 0.089100 0.930684 1.189725 0.18 0.04 -0.03 -0.001
C 1.153968 1.421628 0.620226 -0.12 -0.10 0.10 0.010
H 0.299540 -0.128389 -1.202231 -0.09 0.11 -0.04 0.041
H -0.621263 2.400209 -0.364727 0.09 -0.12 0.05 0.125
H -0.346161 0.437115 2.048148 0.09 0.06 -0.15 0.096
H 2.218230 1.606025 0.662949 -0.17 -0.01 0.00 0.098
C -0.619965 -2.197303 -0.366257 0.37 0.00 -0.01 -0.103
O 0.554142 -1.918366 -0.451760 -0.55 -0.22 0.00 -0.016
H -0.950216 -3.156148 0.071371 0.06 0.06 -0.03 0.087
H -1.400698 -1.501428 -0.719395 0.07 -0.05 0.04 0.090